Entry 1:
Entry from the Open Molecules 2025 dataset: a cluster of 12 separate species, C13H50N18O12 in total in a non-equilibrium geometry (ωB97M-V/def2-TZVPD).

The geometry in ORCA input format:
```
! wB97M-V def2-TZVPD RIJCOSX def2/J DEFGRID3
* xyz 0 1
C -0.944 1.480 -4.097
C 0.548 1.483 -3.878
O 1.286 0.486 -4.595
H -1.396 2.500 -3.985
H -1.114 0.966 -3.242
H -1.359 0.895 -4.952
H 0.895 1.461 -2.892
H 0.852 2.411 -4.299
H 2.141 0.604 -4.307
C 2.865 2.472 2.599
O 2.936 3.816 2.772
N 3.759 1.581 2.758
N 1.737 1.885 2.326
H 4.613 1.849 3.201
H 3.513 0.596 2.590
H 0.952 2.543 2.472
H 1.521 1.152 2.999
C -3.341 0.116 3.303
O -3.317 1.326 3.949
N -3.815 -0.929 3.925
N -2.842 -0.124 2.091
H -4.380 -0.512 4.689
H -3.856 -1.873 3.716
H -2.897 0.716 1.482
H -3.170 -1.016 1.644
C 1.279 -3.689 0.108
O 1.290 -5.005 0.411
N 2.069 -2.758 0.516
N 0.436 -3.182 -0.742
H 2.706 -3.174 1.145
H 2.012 -1.710 0.518
H -0.012 -3.915 -1.357
H 0.358 -2.171 -0.890
C -3.980 1.447 -0.545
O -3.400 1.000 -1.646
N -3.328 1.908 0.504
N -5.265 1.352 -0.347
H -2.359 1.945 0.389
H -3.626 2.349 1.448
H -5.864 0.893 -1.050
H -5.591 1.602 0.562
C -0.384 -2.304 3.101
O 0.633 -3.276 3.109
N -0.510 -1.401 2.221
N -1.341 -2.242 4.010
H 0.209 -1.281 1.550
H -1.347 -0.764 1.937
H -1.235 -2.829 4.793
H -1.981 -1.384 4.112
C 0.407 0.166 -0.373
O -0.736 0.825 0.042
N 1.581 0.242 0.173
N 0.396 -0.564 -1.418
H 1.715 0.917 0.952
H 2.495 -0.101 -0.231
H -0.434 -0.392 -1.988
H 1.227 -0.964 -1.829
C 0.075 -2.832 -3.935
O -0.455 -3.916 -3.238
N -0.453 -1.722 -4.225
N 1.345 -2.873 -4.234
H -1.461 -1.479 -4.181
H 0.136 -0.963 -4.576
H 1.735 -3.733 -3.902
H 1.663 -2.429 -5.120
C -0.572 3.745 3.486
O -0.568 5.144 3.291
N -0.604 2.910 2.488
N -0.628 3.049 4.573
H -0.671 3.283 1.487
H -0.735 1.894 2.456
H -0.527 3.497 5.552
H -0.482 2.049 4.623
C 3.528 -0.773 -2.055
O 3.564 0.176 -3.057
N 2.738 -1.866 -2.150
N 3.907 -0.577 -0.847
H 2.267 -2.194 -2.989
H 2.500 -2.364 -1.256
H 4.361 0.337 -0.760
H 4.258 -1.332 -0.284
C -2.748 -2.142 -0.725
O -2.591 -2.918 0.388
H -3.712 -2.104 -1.052
H -2.122 -2.473 -1.607
H -2.362 -1.088 -0.614
H -1.687 -2.722 0.667
C 3.101 3.190 -1.617
O 2.123 3.304 -0.641
H 3.435 2.259 -1.787
H 3.950 3.797 -1.241
H 2.664 3.676 -2.526
H 2.399 2.768 0.108
*
```

Computed properties:
Total energy = -2413.65223 Ha
SMILES = NC(N)=O.NC(N)=O.NC(N)=O.NC(N)=O.NC(N)=O.NC(N)=O.NC(N)=O.NC(N)=O.NC(N)=O.CCO.CO.CO
ΔE to the lowest compared entry with this formula, charge and spin = 182.64 kJ/mol


Entry 2:
Entry from the Open Molecules 2025 dataset: a cluster of 12 separate species, C13H50N22O12 in total in a non-equilibrium geometry (ωB97M-V/def2-TZVPD).

The geometry in ORCA input format:
```
! wB97M-V def2-TZVPD RIJCOSX def2/J DEFGRID3
* xyz 0 1
C 4.173 4.436 -0.049
C 2.814 3.969 0.241
O 1.958 4.126 -0.865
H 4.552 3.930 -0.984
H 4.848 4.178 0.779
H 4.137 5.529 -0.248
H 2.478 4.365 1.195
H 2.839 2.899 0.445
H 1.133 3.700 -0.549
C -4.197 2.222 -2.439
O -3.156 3.070 -2.404
N -5.278 2.224 -3.178
N -4.224 1.290 -1.574
H -5.315 3.111 -3.605
H -6.164 1.865 -2.883
H -3.444 1.272 -0.847
H -5.093 0.713 -1.471
C 1.230 -1.223 3.080
O 1.947 -1.650 1.949
N 0.591 -0.134 3.085
N 1.332 -1.766 4.253
H 0.529 0.310 2.128
H 0.121 0.267 3.865
H 1.824 -2.609 4.242
H 0.802 -1.517 5.051
C -0.939 -3.307 -2.364
O -1.277 -3.873 -3.566
N 0.240 -2.823 -2.061
N -1.834 -2.995 -1.448
H 1.085 -3.143 -2.594
H 0.453 -2.117 -1.319
H -2.831 -3.312 -1.612
H -1.613 -2.936 -0.408
C 0.172 0.548 -0.241
O 0.647 -0.661 -0.672
N -0.951 1.060 -0.587
N 0.836 1.168 0.720
H -1.348 0.661 -1.460
H -1.134 2.085 -0.314
H 1.885 1.024 0.658
H 0.480 1.903 1.294
C -0.889 3.867 1.268
O -0.024 5.004 1.176
N -0.878 3.035 2.220
N -1.658 3.488 0.307
H -0.267 3.208 3.032
H -1.523 2.194 2.235
H -1.841 4.296 -0.282
H -2.514 2.915 0.499
C -1.473 -3.608 2.303
O -0.428 -4.391 2.805
N -2.563 -3.405 2.909
N -1.322 -2.889 1.179
H -2.507 -3.838 3.857
H -3.340 -3.771 2.374
H -0.294 -2.956 0.916
H -1.859 -2.011 1.089
C -1.702 -0.053 -3.631
O -2.122 0.859 -4.562
N -2.309 -0.378 -2.538
N -0.568 -0.602 -3.707
H -3.219 0.138 -2.394
H -2.100 -1.226 -1.993
H -0.080 -0.449 -4.627
H -0.214 -1.348 -3.091
C 4.488 0.653 0.426
O 5.174 1.299 -0.614
N 4.694 0.850 1.672
N 3.428 -0.037 0.142
H 5.462 1.432 1.958
H 4.123 0.487 2.423
H 3.173 -0.239 -0.848
H 2.879 -0.642 0.828
C 2.325 0.938 -2.692
O 2.760 -0.414 -2.603
N 3.042 1.926 -2.182
N 1.264 1.324 -3.406
H 3.916 1.722 -1.694
H 2.674 2.868 -2.067
H 0.510 0.557 -3.388
H 0.987 2.294 -3.390
C 1.899 -4.756 0.549
O 2.084 -5.703 -0.498
N 1.266 -3.616 0.366
N 2.380 -4.999 1.767
H 0.891 -3.524 -0.628
H 1.607 -2.841 1.017
H 3.041 -5.822 1.725
H 2.137 -4.665 2.740
C -3.011 -0.270 1.897
O -2.512 0.904 2.578
N -3.821 -1.159 2.428
N -2.672 -0.599 0.690
H -3.254 -2.063 2.707
H -4.233 -0.749 3.321
H -2.085 0.128 0.141
H -3.231 -1.217 0.053
*
```

Computed properties:
Total energy = -2632.75096 Ha
SMILES = NC(N)=O.NC(N)=O.NC(N)=O.NC(N)=O.NC(N)=O.NC(N)=O.NC(N)=O.NC(N)=O.NC(N)=O.NC(N)=O.NC(N)=O.CCO
ΔE to the lowest compared entry with this formula, charge and spin = 1547.88 kJ/mol


Entry 3:
Entry from the Open Molecules 2025 dataset: a cluster of 14 separate species, C13H52F2NO17S2 in total in a non-equilibrium geometry (ωB97M-V/def2-TZVPD).

The geometry in ORCA input format:
```
! wB97M-V def2-TZVPD RIJCOSX def2/J DEFGRID3
* xyz -1 1
N -3.778 -16.593 21.156
S -3.733 -18.065 20.917
O -2.948 -18.786 21.911
O -3.906 -18.647 19.579
F -5.245 -18.496 21.447
S -2.253 -16.382 20.442
O -2.182 -16.487 18.989
O -1.153 -16.852 21.259
F -2.098 -14.764 20.481
C -7.155 -19.986 23.238
O -8.030 -20.968 22.795
H -6.150 -20.227 22.892
H -7.353 -18.919 23.135
H -7.027 -20.093 24.315
H -8.571 -21.141 23.569
C -4.792 -19.336 15.927
O -4.596 -20.352 16.940
H -3.945 -18.651 15.959
H -4.779 -19.606 14.871
H -5.724 -18.868 16.247
H -4.790 -20.030 17.824
C -5.249 -15.842 17.690
O -5.282 -15.157 18.942
H -5.364 -15.059 16.940
H -4.342 -16.444 17.632
H -6.104 -16.515 17.635
H -4.949 -15.751 19.618
C -7.850 -18.592 19.571
O -7.997 -19.959 19.232
H -8.389 -17.980 18.848
H -8.256 -18.323 20.546
H -6.826 -18.227 19.492
H -8.907 -20.086 18.956
C -6.771 -15.477 21.580
O -6.148 -16.131 22.673
H -6.613 -16.158 20.743
H -7.859 -15.521 21.615
H -6.399 -14.459 21.468
H -5.217 -16.121 22.440
C -2.902 -15.654 24.339
O -3.601 -14.960 23.295
H -1.825 -15.502 24.280
H -3.282 -15.173 25.240
H -3.172 -16.706 24.245
H -3.505 -15.478 22.492
C 1.953 -18.139 19.484
O 1.302 -17.717 20.676
H 1.704 -17.634 18.551
H 3.035 -18.064 19.594
H 1.681 -19.179 19.303
H 0.383 -17.712 20.398
C 0.969 -12.375 20.017
O 2.275 -12.710 20.449
H 0.298 -13.112 20.457
H 0.658 -11.399 20.390
H 0.863 -12.529 18.943
H 2.335 -12.832 21.399
C 0.442 -15.375 16.676
O -0.363 -14.641 15.861
H -0.169 -16.037 17.289
H 1.296 -15.906 16.254
H 0.920 -14.784 17.457
H -1.189 -14.471 16.321
C -1.832 -21.600 21.116
O -1.125 -21.058 22.251
H -1.382 -22.486 20.670
H -2.858 -21.906 21.324
H -1.723 -20.800 20.384
H -1.429 -20.155 22.370
C -1.964 -19.122 24.962
O -0.736 -19.671 25.450
H -1.739 -18.585 24.041
H -2.670 -19.922 24.741
H -2.356 -18.419 25.698
H -0.065 -19.338 24.850
C -1.317 -19.746 17.393
O -1.938 -20.861 16.776
H -1.683 -18.808 16.975
H -1.550 -19.724 18.457
H -0.238 -19.800 17.248
H -2.896 -20.811 16.770
C -2.570 -12.405 17.179
O -2.785 -13.814 17.117
H -1.747 -12.178 17.857
H -2.191 -12.085 16.209
H -3.406 -11.824 17.569
H -3.259 -14.068 17.912
*
```

Computed properties:
Total energy = -2856.19574 Ha
ΔE to the lowest compared entry with this formula, charge and spin = 336.60 kJ/mol


Entry 4:
Entry from the Open Molecules 2025 dataset: a cluster of 13 separate species, C13H52N26O13 in total in a non-equilibrium geometry (ωB97M-V/def2-TZVPD).

The geometry in ORCA input format:
```
! wB97M-V def2-TZVPD RIJCOSX def2/J DEFGRID3
* xyz -1 2
C 3.597 -1.166 -3.634
O 4.573 -1.160 -2.825
N 2.417 -0.758 -3.262
N 3.598 -1.572 -4.874
H 2.157 -0.581 -2.302
H 1.654 -0.746 -3.923
H 4.500 -1.521 -5.326
H 2.761 -1.804 -5.389
C -1.626 -3.686 0.422
O -2.670 -4.259 0.552
N -0.986 -3.094 1.345
N -1.233 -3.261 -0.716
H -1.210 -3.211 2.323
H -0.076 -2.688 1.178
H -0.656 -2.433 -0.718
H -1.581 -3.645 -1.583
C -0.194 3.531 -3.476
O 0.930 3.432 -3.100
N -1.151 4.145 -2.798
N -0.613 2.894 -4.528
H -1.079 4.173 -1.791
H -2.041 4.354 -3.227
H -0.018 2.217 -4.984
H -1.607 2.971 -4.687
C -2.978 0.938 3.706
O -2.354 0.539 2.755
N -2.969 2.175 4.099
N -3.863 0.172 4.379
H -3.871 2.448 4.463
H -2.396 2.824 3.580
H -4.255 0.486 5.255
H -4.025 -0.755 4.013
C 5.526 3.041 -2.581
O 5.994 3.067 -3.748
N 5.878 3.967 -1.702
N 4.847 2.117 -2.050
H 5.494 3.869 -0.773
H 6.290 4.829 -2.031
H 4.547 1.305 -2.571
H 4.568 2.101 -1.079
C 2.213 5.477 -0.541
O 2.693 6.031 0.443
N 2.810 4.510 -1.200
N 1.177 5.826 -1.208
H 2.289 3.938 -1.849
H 3.765 4.321 -0.930
H 0.587 6.566 -0.855
H 1.005 5.190 -1.974
C 2.151 -1.499 2.706
O 1.422 -0.563 2.750
N 2.754 -2.101 3.725
N 2.282 -2.196 1.655
H 3.203 -2.981 3.517
H 2.636 -1.838 4.693
H 1.978 -1.598 0.900
H 2.845 -3.034 1.642
C 0.572 0.183 -0.446
O 1.137 -0.849 -0.479
N -0.480 0.172 0.322
N 0.857 1.349 -0.910
H -0.951 1.063 0.392
H -0.590 -0.564 1.005
H 0.411 2.095 -0.396
H 1.732 1.536 -1.379
C -0.988 -3.172 4.571
O -0.206 -3.757 5.296
N -2.185 -3.667 4.404
N -0.883 -1.853 4.235
H -2.481 -4.339 5.096
H -2.822 -3.244 3.744
H 0.070 -1.531 4.322
H -1.543 -1.329 3.678
C -0.761 3.437 1.644
O -0.864 3.075 0.511
N -0.806 4.643 1.927
N -0.408 2.590 2.558
H -0.849 5.357 1.214
H -0.715 4.830 2.915
H -0.130 3.076 3.399
H -0.270 1.601 2.406
C -2.750 -0.735 -3.552
O -2.487 -1.360 -4.638
N -2.155 0.266 -3.027
N -3.644 -1.261 -2.705
H -2.288 0.528 -2.061
H -1.289 0.602 -3.423
H -4.074 -2.150 -2.918
H -3.870 -0.824 -1.823
C -4.944 -1.912 1.865
O -4.614 -2.517 2.903
N -6.145 -2.140 1.373
N -4.289 -0.934 1.296
H -6.717 -2.773 1.914
H -6.435 -1.730 0.497
H -3.361 -0.794 1.669
H -4.421 -0.682 0.326
C 1.810 -5.335 -1.725
O 2.077 -5.227 -2.934
N 1.840 -6.517 -1.203
N 1.678 -4.420 -0.850
H 1.581 -6.769 -0.259
H 2.425 -7.130 -1.752
H 2.001 -3.471 -0.975
H 1.539 -4.719 0.105
*
```

Computed properties:
Total energy = -2928.65174 Ha
<S²> = 0.7506
ΔE to the lowest compared entry with this formula, charge and spin = 0.00 kJ/mol


Entry 5:
Entry from the Open Molecules 2025 dataset: a structure of composition C13H7AsBr2Cl5IrO6S in a non-equilibrium geometry (ωB97M-V/def2-TZVPD).

The geometry in ORCA input format:
```
! wB97M-V def2-TZVPD RIJCOSX def2/J DEFGRID3
* xyz 0 5
Ir 8.794 11.186 7.720
Br 12.053 12.217 7.198
C 11.113 13.899 7.076
Br 9.253 13.542 6.447
H 11.611 14.506 6.328
H 11.014 14.314 8.078
O 4.523 10.883 7.211
As 6.080 10.024 6.999
O 5.779 8.727 5.967
O 7.315 11.070 6.266
C 6.510 9.315 8.774
C 6.220 7.937 8.893
C 6.391 7.315 10.112
C 6.859 8.032 11.220
C 7.157 9.389 11.115
C 6.946 10.045 9.881
S 7.248 11.780 9.822
O 6.677 12.376 11.023
O 6.718 12.290 8.504
O 8.805 11.917 9.724
H 4.004 10.559 6.438
H 5.858 7.400 8.021
H 6.163 6.258 10.216
H 6.970 7.535 12.183
H 7.502 9.971 11.964
Cl 9.068 9.792 4.424
C 9.220 8.788 5.742
C 9.472 9.347 7.041
C 9.704 8.417 8.086
Cl 10.126 9.049 9.603
C 9.486 7.034 7.931
Cl 9.600 5.980 9.274
C 9.150 6.507 6.673
Cl 8.927 4.834 6.462
C 9.031 7.397 5.581
Cl 8.593 6.771 4.053
*
```

Computed properties:
Total energy = -11138.12594 Ha
<S²> = 6.0217


Entry 6:
Entry from the Open Molecules 2025 dataset: the molecule C13H7BrF2N2O3 in a non-equilibrium geometry (ωB97M-V/def2-TZVPD).

The geometry in ORCA input format:
```
! wB97M-V def2-TZVPD RIJCOSX def2/J DEFGRID3
* xyz 0 1
F 0.954 -1.695 4.805
F 2.632 -3.779 0.918
Br -6.165 1.604 -1.946
N -0.755 0.201 -3.284
N 0.203 0.894 -1.312
O 0.577 -0.359 -3.114
O -3.376 1.167 -2.392
O 2.319 -1.493 -0.593
C -0.895 0.891 -2.172
C 1.061 0.149 -1.957
C -4.320 1.840 -1.673
C -3.745 2.645 -0.706
C -2.344 2.402 -0.810
C -2.176 1.504 -1.840
C 1.053 -0.441 2.786
C 1.803 -2.731 2.858
C 1.403 -0.367 1.421
C 1.288 -1.630 3.498
C 2.152 -2.645 1.494
C 1.990 -1.448 0.750
C 2.367 -0.257 -1.344
H -4.316 3.210 0.012
H -1.537 2.813 -0.199
H 0.653 0.445 3.237
H 2.051 -3.626 3.432
H 1.224 0.587 0.944
H 3.132 -0.410 -2.103
H 2.765 0.530 -0.713
*
```

Computed properties:
Total energy = -3608.48041 Ha
SMILES = Fc1ccc(OCc2nc(-c3ccc(Br)o3)no2)c(F)c1
ΔE to the lowest compared entry with this formula, charge and spin = 0.00 kJ/mol


Entry 7:
Entry from the Open Molecules 2025 dataset: a cluster of 2 separate species, C13H7Cl4O2S in total in a non-equilibrium geometry (ωB97M-V/def2-TZVPD).

The geometry in ORCA input format:
```
! wB97M-V def2-TZVPD RIJCOSX def2/J DEFGRID3
* xyz -1 1
Cl -1.474 2.622 3.415
C -0.690 1.153 2.949
C -1.381 -0.045 2.974
Cl -3.086 -0.054 2.940
C -0.727 -1.355 2.964
O -1.367 -2.407 2.955
C 0.811 -1.373 2.967
O 1.451 -2.426 3.034
C 1.452 -0.061 2.943
Cl 3.161 -0.072 2.999
C 0.747 1.131 2.937
Cl 1.570 2.633 2.943
C 0.834 -1.545 -3.717
C 0.246 -0.468 -2.885
C -1.101 -0.554 -2.507
C -1.634 0.386 -1.651
C -0.786 1.380 -1.080
S -1.249 2.220 0.280
C 0.509 1.574 -1.645
C 1.031 0.627 -2.499
H 1.886 -1.360 -3.935
H 0.762 -2.502 -3.193
H 0.308 -1.671 -4.667
H -1.714 -1.362 -2.906
H -2.681 0.367 -1.368
H 1.079 2.451 -1.353
H 2.044 0.711 -2.894
*
```

Computed properties:
Total energy = -2889.03652 Ha


Entry 8:
Entry from the Open Molecules 2025 dataset: the ion C13H7F4O3 with charge -1 in a non-equilibrium geometry (ωB97M-V/def2-TZVPD).

The geometry in ORCA input format:
```
! wB97M-V def2-TZVPD RIJCOSX def2/J DEFGRID3
* xyz -1 1
F -1.220 -0.212 3.057
C -1.327 0.599 1.994
C -0.917 1.867 1.976
F -0.451 2.508 3.078
C -0.785 2.577 0.669
O 0.134 3.372 0.439
C -1.710 2.096 -0.400
F -1.956 2.943 -1.432
C -2.124 0.828 -0.388
F -2.722 0.224 -1.426
C -2.021 -0.130 0.821
O -3.226 -0.271 1.205
C 2.059 -4.372 -0.929
C 1.634 -2.952 -0.655
C 2.511 -1.876 -0.844
C 2.086 -0.576 -0.581
C 0.790 -0.307 -0.129
C -0.081 -1.383 0.059
O -1.386 -1.294 0.497
C 0.348 -2.694 -0.205
H 1.228 -5.050 -0.715
H 2.357 -4.527 -1.973
H 2.912 -4.682 -0.314
H 3.526 -2.063 -1.197
H 2.754 0.271 -0.722
H 0.480 0.719 0.070
H -0.352 -3.510 -0.048
*
```

Computed properties:
Total energy = -1124.75286 Ha
SMILES = Cc1cccc(OC2([O-])C(F)=C(F)C(=O)C(F)=C2F)c1
ΔE to the lowest compared entry with this formula, charge and spin = 0.00 kJ/mol